# C7H9Cl2NOS

A 2-piece molecular cluster, C7H9Cl2NOS overall in a non-equilibrium geometry (the ωB97M-V functional and the def2-TZVPD basis, the Open Molecules 2025 dataset).

Results
**2S+1**: 1
**E_LUMO**: -0.2 eV
**SMILES**: C#C/C(Cl)=C\Cl.COC(=S)CN
**ΔE to the lowest compared entry with this formula, charge and spin**: 93.80 kcal per mole
**Kohn-Sham gap**: 8.472 eV
**Maximum force**: 0.21618 Eh/bohr
**Total charge**: 0

```
21
Properties=species:S:1:pos:R:3:forces:R:3:mulliken_charge:R:1
H 0.044095 3.312115 0.540580 -1.2 -0.6 1.0 0.270
C 1.237243 -1.679535 -0.237582 1.0 -0.1 0.4 0.351
H -1.437667 -0.147475 -1.309466 1.4 -0.8 0.7 0.154
H 3.195578 -0.929057 -0.566309 1.5 -0.9 -1.0 0.277
S 0.629855 -3.198530 -0.047847 1.0 0.4 0.3 -0.260
H 3.843511 -1.739018 1.800336 1.5 0.9 0.8 0.254
C -1.832504 3.120641 -0.208631 -1.7 0.9 -1.0 0.528
C -0.947403 2.787337 0.673415 4.1 0.0 0.1 -0.292
C -0.844239 -1.070046 -0.986356 -2.7 0.2 -1.7 -0.720
C 2.623040 -1.154230 0.294051 -2.5 -0.1 2.1 -0.461
H -1.266379 -1.850137 -1.803750 1.9 1.3 1.9 0.295
N 2.966790 -2.022103 1.461844 0.9 -3.9 -4.7 -0.582
H -1.192490 -1.401916 0.036321 0.4 0.4 -1.3 0.390
Cl -0.926605 1.305379 1.450881 0.1 -0.5 1.1 -0.100
Cl -1.420835 4.511576 -1.153075 -0.6 0.2 -0.4 -0.196
H 3.303964 -2.950115 0.864079 -1.3 2.3 2.6 0.272
H 2.649904 -0.180065 0.780709 -1.3 0.5 -0.3 0.325
O 0.588993 -0.753396 -0.927534 -1.9 -0.4 0.1 -0.304
C -3.012426 2.367045 -0.343426 -6.1 -9.2 0.7 -0.181
H -4.468894 0.455410 -0.126586 -0.3 -0.2 0.0 0.388
C -3.733529 1.216120 -0.191652 5.8 9.4 -1.3 -0.407
```
Positions in Å, forces in eV/Å.

# C3H4ClFO

The molecule C3H4ClFO in a non-equilibrium geometry (the ωB97M-V functional and the def2-TZVPD basis, the Open Molecules 2025 dataset).

Results
**2S+1**: 1
**E_LUMO**: 0.7 eV
**SMILES**: OC/C=C(/F)Cl
**ΔE to the lowest compared entry with this formula, charge and spin**: 19.91 kcal per mole
**Kohn-Sham gap**: 10.316 eV
**Maximum force**: 0.05718 Eh/bohr
**Total charge**: 0

```
10
Properties=species:S:1:pos:R:3:forces:R:3:mulliken_charge:R:1
O 0.318866 0.757061 -1.660283 -0.3 -1.1 -0.3 -0.484
H -1.008176 1.368672 -0.081386 1.5 -0.5 -0.5 0.196
Cl -1.360764 -1.819659 -0.519414 0.9 0.2 0.9 -0.161
H -0.000878 -0.146184 -1.941820 0.3 1.5 0.9 0.320
C 0.094052 1.057534 -0.278988 -2.0 -0.3 -0.8 -0.466
C 0.429470 -0.028740 0.675428 -1.8 -2.2 -0.4 -0.201
H 0.668306 1.933515 -0.104907 0.6 0.7 0.3 0.299
F 0.037600 -2.031098 1.688415 -0.3 -1.3 0.2 -0.215
C -0.190899 -1.243375 0.664151 0.8 2.8 -0.4 0.371
H 1.012422 0.152272 1.558802 0.4 0.1 0.1 0.341
```
Positions in Å, forces in eV/Å.

# C16H25N3O4

A 2-piece molecular cluster, C16H25N3O4 overall in a non-equilibrium geometry (the ωB97M-V functional and the def2-TZVPD basis, the Open Molecules 2025 dataset).

Results
**2S+1**: 1
**E_LUMO**: -0.8 eV
**SMILES**: CCCC1=CC(=O)C=C(CCCCNC(C)=O)C1=O.NC(N)=O
**ΔE to the lowest compared entry with this formula, charge and spin**: 21.57 kcal per mole
**Kohn-Sham gap**: 8.889 eV
**Maximum force**: 0.02315 Eh/bohr
**Total charge**: 0

```
48
Properties=species:S:1:pos:R:3:forces:R:3:mulliken_charge:R:1
H -3.819358 0.051830 -2.192397 -0.3 0.1 0.0 0.493
H 2.379520 -3.380162 5.358118 0.0 0.0 0.0 0.160
O 4.174378 -2.735422 2.815461 0.0 0.0 0.0 -0.615
H 4.284887 -2.118732 5.931856 0.0 0.0 0.0 0.153
O -5.036185 1.262781 -0.042343 0.7 0.0 -0.3 -0.600
C -1.921046 0.282284 1.227946 -0.3 0.1 -0.1 0.733
H 1.297435 0.728748 -1.987596 0.2 0.2 0.2 0.457
H -0.754879 -0.118778 -4.066141 -0.1 0.1 -0.2 0.287
H 0.802118 -1.576172 1.451003 -0.2 -0.1 0.1 0.296
H -0.026943 -2.050649 -3.049977 0.2 -0.1 0.0 0.454
H 1.086968 1.444357 1.900093 0.2 0.1 0.1 0.503
N 2.683285 -3.364061 4.404193 0.0 0.0 0.0 -0.396
H 0.319445 0.865994 0.456163 0.1 0.3 -0.1 -0.254
C -1.956616 -1.018823 0.478647 0.0 -0.5 0.3 0.512
H -0.005568 2.240070 -4.118521 0.3 0.1 -0.4 0.310
C -0.436699 -1.327454 -2.347039 -0.3 -0.3 -0.2 -0.600
C 0.348646 3.067718 -2.382829 0.3 0.1 0.4 0.647
C 0.866901 0.774024 -2.977720 -0.2 0.0 -0.8 -0.868
H 5.395188 -1.659399 4.690577 0.0 0.0 0.0 0.212
C 1.400228 -0.671807 1.474919 0.0 0.6 -0.2 -1.297
O 0.625814 2.898268 -1.208662 -0.1 -0.1 -0.4 -0.573
C -0.815400 0.442467 2.216258 0.2 0.0 0.0 -1.289
C -0.353568 4.325214 -2.835893 0.2 0.0 0.0 -1.079
C -2.869978 1.181426 0.934773 0.5 -0.5 0.0 -0.646
H -1.281677 4.431580 -2.286066 -0.2 -0.1 0.1 0.273
N 0.697023 2.178835 -3.392173 -0.8 -0.3 0.8 -0.304
H 2.127637 -3.821622 3.706944 0.0 0.0 0.0 0.215
H -2.904503 2.130741 1.446657 -0.3 0.1 0.1 0.483
H -1.000437 1.301095 2.853389 -0.2 0.1 0.1 0.384
H -1.647152 -2.809857 -1.417822 -0.1 -0.2 0.0 0.350
H -2.456818 -2.051736 -2.775969 -0.1 0.2 -0.2 0.442
H 0.271375 5.168219 -2.558714 0.1 0.1 0.0 0.308
H -0.538422 4.358833 -3.904003 -0.1 0.0 -0.1 0.350
N 4.552613 -2.125362 4.967109 0.0 0.0 0.0 -0.426
C -1.820154 -1.859564 -1.918002 0.3 -0.1 0.2 -1.485
H 0.226024 -1.346017 -1.483536 0.1 0.2 0.2 0.267
C -2.451855 -0.933673 -0.936031 -0.4 0.2 0.0 0.623
O -1.635118 -2.082421 0.988777 -0.1 0.9 -0.5 -0.608
H 1.533737 0.311718 -3.700493 0.3 -0.1 0.1 0.258
C -3.887501 0.861346 -0.105507 -0.5 0.2 0.2 -0.093
C -3.400806 -0.025162 -1.199972 0.5 -0.5 0.2 -0.146
C 3.827982 -2.742626 3.981737 0.0 0.0 0.0 0.729
H 1.996619 -0.670448 0.565662 0.3 -0.1 0.0 0.243
H -0.798163 -0.452495 2.834905 0.1 0.0 0.2 0.419
H -1.222001 0.692222 -2.589773 -0.1 -0.1 0.2 0.297
C -0.471610 0.032326 -3.023908 0.2 0.2 0.1 -0.243
H 2.067701 -0.691322 2.328882 0.1 -0.2 0.1 0.366
C 0.546933 0.601667 1.487019 -0.6 -0.6 -0.3 0.297
```
Positions in Å, forces in eV/Å.

# C30H33N5O4

A 2-piece molecular cluster, C30H33N5O4 overall in a non-equilibrium geometry (the ωB97M-V functional and the def2-TZVPD basis, the Open Molecules 2025 dataset).

Results
**2S+1**: 1
**E_LUMO**: -0.3 eV
**ΔE to the lowest compared entry with this formula, charge and spin**: 0.00 kcal per mole
**Kohn-Sham gap**: 7.021 eV
**Maximum force**: 0.04152 Eh/bohr
**Total charge**: 0

```
72
Properties=species:S:1:pos:R:3:forces:R:3:mulliken_charge:R:1
H -1.192872 3.435915 2.459913 -0.1 -0.2 -0.1 0.331
C -2.255780 3.945293 -1.418215 -0.6 -0.6 0.1 -0.228
C -3.223864 1.739905 -4.965797 -0.3 -1.1 0.0 -0.825
N 0.897930 0.149047 -2.447616 -0.3 -0.6 -0.1 0.067
C 0.619883 -1.390316 2.020529 0.6 0.1 -0.3 -1.015
H -0.814067 0.503324 3.050438 0.1 -0.1 0.1 -0.520
H -0.304345 -1.208798 1.474587 0.3 0.1 0.0 0.471
N 2.005668 -0.634446 5.343593 0.2 0.6 0.5 0.024
H 5.063613 -1.757879 6.248595 0.0 0.0 -0.1 0.374
C 4.145993 -2.281501 4.351156 0.5 -0.4 0.2 -1.015
C -3.446573 -0.259752 -3.535662 0.1 0.3 -1.1 -0.690
H 1.210270 1.986844 -3.365559 -0.1 0.0 0.1 0.363
H 1.945010 -3.541537 -0.141136 -0.1 0.3 -0.1 0.475
C -2.041932 1.932829 -0.293092 -1.2 0.9 0.2 -0.883
C 2.782033 -2.429950 2.231204 -0.5 0.2 -0.8 -1.418
C 1.597067 -2.512983 0.025670 0.5 -0.5 -0.5 -0.346
C 3.034182 -1.094321 6.256489 -0.1 -0.3 0.0 -0.649
H -2.053703 0.073219 -7.258903 -0.3 0.0 0.1 0.302
H -2.814921 3.561006 -3.915210 0.1 -0.4 0.0 0.205
C -2.032752 2.911667 1.986060 0.1 0.1 0.9 -1.136
H -3.419162 -0.951411 -7.810846 0.1 0.2 -0.1 0.254
C 0.710461 -0.578791 -3.627428 -0.4 0.4 -0.1 0.382
O -3.521296 -0.515272 -5.865301 -0.1 0.1 -0.7 -0.451
N -1.978278 3.004226 0.556852 0.4 0.2 -1.3 0.384
H -2.956278 3.385072 2.352248 0.2 -0.2 -0.1 0.408
C -3.138868 -0.095917 -7.195148 -0.3 -0.2 0.7 -0.784
C 4.346308 -1.339010 5.537698 0.0 0.2 -0.2 -0.817
O 1.101420 0.338955 -0.176477 -0.1 -1.2 -1.5 -0.668
H -3.218258 2.223210 -5.948337 -0.1 -0.3 0.5 0.229
H -0.454601 1.685240 -2.842967 0.4 0.0 0.1 -0.013
C 2.933614 -1.960440 3.527815 -0.8 0.4 -0.1 0.760
H -2.480776 4.583569 -2.254089 0.2 0.1 0.2 0.354
C -3.423527 0.344970 -4.820060 0.6 0.5 0.2 0.885
H 5.035344 -2.254661 3.714733 -0.1 0.0 0.0 0.410
C -2.050121 4.231403 -0.122627 -0.2 -0.5 0.3 -0.822
C 0.597435 1.556746 -2.568998 -0.1 0.6 -0.2 -0.753
C -0.420450 -0.131836 3.850300 -0.7 0.1 0.2 0.089
H 4.754342 -0.387717 5.181401 -0.1 0.0 0.1 0.311
H 0.024182 -2.604642 -5.213838 0.1 -0.1 0.0 0.284
H 1.188260 0.546074 6.832458 -0.1 -0.1 -0.1 0.402
N -2.351569 2.548912 -1.497072 0.9 0.9 1.7 0.594
C 1.054066 -2.602044 -4.848246 -0.1 -0.1 -0.5 -1.047
C 1.676730 -2.078457 1.406583 -0.3 -0.1 1.0 0.381
C 1.894738 -1.159063 4.084616 -0.2 -0.4 -1.0 0.007
H -0.921030 1.064575 5.571063 0.1 0.1 0.0 0.405
C 0.724694 -0.914347 3.308133 0.6 -0.4 0.1 1.050
H -3.098768 0.063369 -1.428217 0.0 0.1 -0.2 0.402
H 1.663699 -2.070491 -5.581166 0.0 -0.1 0.1 0.305
H -1.240653 -0.813291 4.120695 0.1 0.1 0.0 0.370
H 1.420639 -3.613981 -4.721141 0.0 0.0 0.1 0.365
H 0.241770 -0.907424 6.431995 0.0 0.2 0.1 0.282
C -2.841197 1.846489 -2.589447 -0.1 -0.2 -1.0 0.466
H 4.082050 -3.311695 4.732967 -0.1 0.1 -0.1 0.317
C -0.029057 0.715776 5.046270 0.1 0.2 0.0 -0.831
C 1.248294 -1.857625 -1.118715 0.4 -0.2 0.5 -0.140
H -2.039851 1.862255 2.303269 0.0 0.4 -0.3 0.310
H -3.617487 -1.334263 -3.474095 0.0 0.3 0.0 0.418
H 3.556073 -3.053153 1.783429 0.0 0.1 0.2 0.495
O 1.817393 -3.756882 -2.445219 -0.5 0.8 0.0 -0.700
C -2.964703 2.485048 -3.825809 0.1 -0.2 0.3 -0.433
C -3.148144 0.493245 -2.423639 0.0 0.2 -0.3 -0.187
C 1.060528 -0.405033 -1.162439 -0.1 1.6 0.9 1.338
H -2.041520 5.182205 0.380690 0.2 0.0 0.0 0.464
O 0.257953 -0.061222 -4.647169 0.8 -0.7 1.2 -0.617
H 0.812332 2.032999 -1.615071 -0.1 0.0 -0.1 0.363
H 0.517793 1.597169 4.692779 0.0 -0.1 0.1 0.317
N 1.107799 -1.907334 -3.581938 -0.1 0.0 0.8 0.055
H -3.689804 0.798041 -7.523011 0.1 -0.3 0.1 0.314
C 0.838501 -0.081091 6.003885 -0.2 -0.2 0.0 -0.681
H 2.704234 -2.026967 6.749475 0.1 0.1 0.0 0.299
C 1.406924 -2.605607 -2.390709 0.5 -0.5 -0.6 0.193
H 3.146984 -0.337445 7.042825 0.0 -0.1 -0.2 0.395
```
Positions in Å, forces in eV/Å.

# C3H6N3

An isolated ion of composition C3H6N3 and charge +1 in a non-equilibrium geometry (the ωB97M-V functional and the def2-TZVPD basis, the Open Molecules 2025 dataset).

Results
**2S+1**: 1
**E_LUMO**: -5.6 eV
**SMILES**: [H]/N=N\C=[NH+]\C=C
**ΔE to the lowest compared entry with this formula, charge and spin**: 108.36 kcal per mole
**Kohn-Sham gap**: 7.612 eV
**Maximum force**: 0.20285 Eh/bohr
**Total charge**: +1

```
12
Properties=species:S:1:pos:R:3:forces:R:3:mulliken_charge:R:1
C 0.861813 0.502085 -0.007910 6.6 -5.3 -4.4 0.050
N -2.612146 -0.168222 0.220939 0.9 1.5 -1.9 0.235
H -1.507248 1.541821 0.541610 0.4 -2.1 -0.4 0.293
N -3.329936 -1.012785 0.616854 -1.5 -2.3 2.1 -0.338
H -0.259893 -1.108060 -0.591482 -0.8 1.9 1.3 0.339
C -1.455976 0.413859 0.269182 -0.7 2.3 1.3 0.207
N -0.347425 -0.154010 -0.094323 0.6 -1.9 -0.9 -0.224
H 3.000258 0.366895 -0.650047 -1.3 -1.3 0.0 0.237
H 1.982224 -1.242819 -0.656820 -0.1 -4.0 -0.9 0.358
H -2.988729 -1.416440 1.551844 -0.4 0.3 -0.8 0.281
H 0.936935 1.480930 0.308114 -0.2 1.9 0.6 0.346
C 2.050734 -0.252192 -0.605778 -3.7 8.9 3.9 -0.782
```
Positions in Å, forces in eV/Å.

Values of electronic energy, in order: -1720.4658; -751.9592; -1089.9269; -1737.7205; -281.7452, all in hartree.
Values of HOMO, in order: -8.625; -9.647; -9.658; -7.310; -13.230, all in eV.